{
  "formula": "H80O40",
  "method": "ωB97M-V/def2-TZVPD",
  "relative_energy_kj_mol": 717.5,
  "homo_energy_ev": -10.410,
  "orbital_gap_ha": 0.360,
  "charge": 0,
  "e_lumo_ev": -0.60,
  "e_tot_ev": -83198.380,
  "multiplicity": 1,
  "species": ["H", "H", "O", "H", "H", "O", "H", "H", "O", "H", "H", "O", "H", "H", "O", "H", "O", "H", "O", "H", "H", "O", "H", "H", "O", "H", "H", "O", "H", "H", "O", "H", "O", "H", "H", "O", "H", "H", "O", "H", "H", "O", "H", "H", "O", "H", "H", "O", "H", "H", "O", "H", "O", "H", "H", "O", "H", "O", "H", "H", "O", "H", "H", "O", "H", "H", "O", "H", "H", "O", "H", "H", "O", "H", "H", "O", "H", "H", "O", "H", "H", "O", "H", "H", "O", "H", "H", "O", "H", "O", "H", "H", "O", "H", "H", "H", "H", "H", "H", "O", "H", "H", "O", "H", "H", "O", "H", "H", "O", "H", "H", "O", "H", "H", "O", "H", "H", "O", "H", "H"],
  "positions_angstrom": [[3.047517, 1.565854, -1.534799], [2.886282, 2.115197, -0.246882], [3.633163, 1.833047, -0.800880], [-0.482698, -1.736692, -1.167560], [-1.044068, -0.467948, -1.752388], [-0.619749, -0.768487, -0.937714], [0.134698, -4.207128, 4.112063], [-1.222671, -4.861873, 4.579755], [-0.721773, -4.658198, 3.790839], [1.250408, 5.665715, 1.998084], [1.325208, 5.555848, 3.523014], [1.729750, 5.232211, 2.713901], [-4.615387, -1.893942, -0.724641], [-5.356344, -2.668922, 0.389684], [-4.607540, -2.710391, -0.212523], [-0.485200, -0.479312, -5.777016], [0.350719, -0.331735, -5.311682], [5.367448, -0.154493, 1.020306], [5.600346, -1.091630, 0.923912], [0.828187, 1.439244, 1.608215], [1.983787, 1.826319, 2.417171], [1.358162, 1.033305, 2.320268], [0.966563, -0.748801, 3.638964], [0.428258, -0.605896, 2.376447], [0.068426, -0.854644, 3.271590], [3.340600, -4.779310, -1.337023], [3.677711, -5.693947, -0.235419], [3.797290, -4.785301, -0.485937], [-3.096915, -3.013790, 0.663081], [-2.099841, -2.830164, 1.800464], [-2.223277, -2.600073, 0.871738], [0.768662, -2.358665, 4.325375], [1.292966, -3.179970, 4.291989], [-3.065211, -1.068415, -3.257289], [-2.654942, -1.849407, -4.680673], [-2.400109, -1.418553, -3.853102], [-0.609882, 6.142743, -1.932224], [-1.117552, 5.575405, -0.630977], [-1.372974, 6.152934, -1.346794], [-0.464664, 0.951154, 4.747774], [0.948372, 1.365543, 4.162336], [0.134489, 1.702456, 4.584002], [-4.008840, 2.935177, 2.264391], [-4.242923, 1.794515, 1.397445], [-4.329992, 2.758686, 1.365619], [-1.015838, -0.745960, 4.743219], [-0.592238, -0.146442, 6.181004], [-1.258296, -0.527450, 5.616006], [4.329572, 4.477175, -3.450128], [2.976085, 4.137766, -2.787318], [3.508808, 4.856369, -3.131176], [-2.344417, 4.265389, 0.370328], [-1.937766, 3.418962, 0.242485], [1.263372, 4.729918, -0.766848], [0.419447, 3.710367, -1.672922], [0.919450, 4.516518, -1.633249], [-1.431242, 6.236535, 1.913226], [-0.799738, 5.599280, 1.596588], [1.197978, 0.281200, -1.262908], [0.767329, 0.948962, -2.494408], [1.562808, 0.476563, -2.142598], [-1.294911, -2.550561, -2.868394], [0.237419, -2.797066, -2.557950], [-0.678201, -2.945162, -2.260858], [-0.368798, 2.657126, -0.284052], [0.694018, 2.140629, -1.188194], [0.456425, 2.141551, -0.271924], [0.478260, -5.065170, 1.412409], [-0.512379, -5.748963, 2.259242], [-0.400448, -5.467948, 1.329684], [-3.762444, 1.556635, -2.602859], [-2.624034, 2.176725, -2.143165], [-2.823177, 1.541683, -2.863297], [-1.196286, 3.365933, 3.664508], [-1.889615, 4.181194, 4.833552], [-1.919371, 3.960622, 3.903168], [3.857230, 0.319385, 4.847140], [3.771366, -0.972782, 3.958559], [3.283602, -0.364553, 4.519880], [-2.374904, 3.432583, -3.481903], [-1.543399, 4.682060, -3.308593], [-1.830787, 4.064275, -3.978071], [2.870352, -3.988609, 1.056508], [2.259169, -2.647174, 1.061778], [2.455664, -3.379330, 1.696028], [2.005943, -2.134515, -4.043055], [2.180411, -1.061007, -2.726060], [1.888423, -1.880156, -3.154549], [-1.831279, 0.006551, -0.036542], [-1.980173, 0.574007, 0.773736], [2.208856, 2.246953, 3.973738], [2.721321, 3.391765, 3.189845], [3.035183, 2.602901, 3.655752], [-2.201167, 2.741476, 0.857515], [0.952153, -0.402721, -6.065805], [-0.847999, 4.759478, 2.067893], [5.832177, -1.000744, -0.012641], [1.400821, -3.348983, 3.325598], [-1.389485, 0.235410, 1.443204], [4.627942, -1.719760, -1.693361], [3.943031, -1.894896, -1.048365], [5.201450, -2.469981, -1.856252], [0.982009, -1.412321, 0.971854], [0.260459, -1.894848, 0.567576], [1.547902, -0.967163, 0.341553], [-0.071518, 2.021515, -3.475803], [0.431135, 2.202419, -4.287385], [-0.525183, 1.292134, -3.934348], [0.902847, -5.802204, -1.117889], [0.951227, -4.850487, -1.260481], [0.359503, -5.857484, -0.308612], [-2.303825, -3.691886, -4.825027], [-1.432107, -3.987153, -5.081994], [-2.688289, -4.498031, -4.456069], [-5.245391, -0.752041, -2.308098], [-6.085482, -0.282385, -2.267134], [-5.329544, -1.136178, -3.193240], [-2.922014, -4.128901, -1.876965], [-2.972285, -3.190123, -2.057864], [-2.393576, -4.066540, -1.068126]],
  "forces_ev_per_a": [[0.8, -0.4, -0.3], [0.6, 0.2, 0.6], [-1.3, 0.2, -0.1], [-0.7, 0.7, -0.1], [0.1, 0.1, -0.2], [0.0, -0.3, -0.8], [-1.3, -0.5, 0.0], [-0.1, -0.1, 0.2], [0.6, 0.1, 0.4], [-0.2, 0.0, 0.1], [0.0, 0.1, 0.0], [0.4, -0.3, 0.0], [-0.2, 0.1, 0.0], [-0.1, 0.1, -0.1], [-0.5, -0.2, 0.2], [-0.2, 0.0, 0.5], [-0.3, -0.1, -0.9], [-0.2, -0.1, 0.8], [0.0, 1.1, -0.5], [-0.4, -0.7, -0.1], [-0.3, -2.1, -0.1], [1.4, 2.9, -1.4], [-0.3, 0.1, 0.7], [-1.1, -0.7, 0.3], [0.9, 0.0, -0.2], [0.0, 0.2, 0.0], [0.0, -0.8, 0.4], [0.0, 0.5, -0.5], [0.7, 0.7, -0.1], [0.4, -0.1, 0.0], [-0.4, -0.6, 0.3], [0.2, -0.6, -0.1], [0.1, 0.1, -0.4], [-0.6, 0.1, -0.7], [-0.7, -0.1, 0.8], [1.2, 0.9, 0.5], [0.2, 0.0, 0.1], [0.3, -0.1, 0.4], [-0.5, 0.3, -0.5], [0.4, 0.4, -0.3], [-1.5, -0.6, 0.1], [0.2, 0.7, 0.5], [-0.2, 0.6, -0.1], [-0.1, -0.1, -0.6], [0.1, -0.6, 1.0], [1.2, -0.5, -1.6], [0.6, -0.2, -0.2], [-2.0, 0.3, 2.2], [0.1, -0.2, 0.1], [-0.1, -0.1, 0.2], [0.0, 0.4, -0.2], [-0.6, 0.2, 0.5], [1.6, -0.3, -1.5], [-0.2, -0.6, 0.3], [-0.2, 0.0, 0.4], [0.5, 1.1, -1.3], [-0.4, 0.0, 0.6], [0.9, 0.0, -1.0], [0.2, -0.4, 0.0], [0.8, -0.3, -0.9], [-0.3, 0.6, 0.9], [-0.3, 0.4, -1.1], [-0.2, 0.4, -0.5], [1.7, -1.0, 1.1], [-0.4, 0.0, 0.7], [0.7, -0.4, -0.6], [-0.3, 0.2, 0.6], [-0.2, 0.3, -0.1], [-0.5, 0.3, -0.3], [0.8, -0.3, 0.1], [-0.2, -0.9, -0.9], [1.2, -0.3, -0.2], [-1.1, 1.0, 1.6], [0.1, -0.3, 0.9], [0.4, -0.3, 0.2], [-0.4, 0.2, -1.1], [0.6, 0.3, -0.1], [0.3, 0.1, 0.0], [-1.1, -0.4, 0.0], [0.3, 0.1, -0.6], [0.1, 0.5, 0.3], [-0.5, -0.1, -0.1], [0.3, -0.3, 0.5], [-0.2, -0.5, 1.4], [0.2, -0.1, -1.5], [0.8, 0.7, -1.3], [0.1, 0.3, -1.4], [-1.1, -1.8, 2.5], [0.2, 0.5, 1.6], [-0.9, 0.5, -0.7], [0.1, 0.1, 0.9], [0.3, 0.6, 0.1], [0.1, 0.5, -0.4], [-0.8, -0.3, 0.3], [0.4, 0.2, 0.3], [-0.5, 0.5, 0.3], [0.0, -0.8, -0.1], [0.6, 0.5, 0.5], [0.2, -0.4, 0.1], [0.3, 1.0, -0.8], [0.3, -0.7, 0.2], [-0.4, -0.4, 0.4], [0.7, 0.1, 0.4], [-0.2, 0.1, -0.3], [-0.4, 0.2, -0.5], [0.1, -0.9, -1.3], [0.6, 1.0, 0.5], [-0.8, -0.2, 0.9], [0.2, 0.2, 0.2], [-0.2, 0.0, -0.2], [-0.1, -0.3, -0.2], [-0.2, -0.9, -0.6], [0.4, 0.0, -0.1], [-0.2, 0.2, 0.3], [-0.2, 0.1, -0.7], [0.0, 0.2, 0.5], [0.3, -0.3, 0.2], [-0.2, -0.1, 0.3], [-0.4, 0.1, -0.4], [0.1, -0.6, 0.0]]
}